The following is a quantum chemistry calculation of 2 unconnected molecules or ions with the total composition C2H7O2 at a distorted geometry, from the OMol25 dataset.

XYZ file:
```
11
Properties=species:S:1:pos:R:3:lowdin_charge:R:1
O -1.27170 1.82606 0.24280 -0.012
H -1.37731 2.73986 -0.04433 0.092
H 1.68095 0.19123 0.03078 0.124
H -1.69437 1.76561 1.11154 0.090
C 1.25711 -0.78344 0.28131 0.022
C 0.22061 -1.17826 -0.66305 -0.053
O -0.74301 -0.47576 -1.03806 0.212
H 0.75278 -0.69238 1.25323 0.135
H 2.05121 -1.52083 0.30064 0.108
H 0.08207 -2.21921 -0.97167 0.171
H -0.95834 0.34712 -0.50319 0.112
```

Its charge is +1. For the frontier orbital gap, the calculation gives 11.37 eV. The LUMO energy comes out at -5.73 eV. The value obtained for the HOMO energy is -17.094 eV.

The following is a quantum chemistry calculation of a gas-phase ion, C2H7O2P2S (charge -1) at a distorted geometry, from the OMol25 dataset.

XYZ file:
```
14
Properties=species:S:1:pos:R:3:lowdin_charge:R:1
C -0.28523 -1.72791 -0.56882 -0.141
C -0.58835 -0.37954 0.52335 -0.781
S -2.39319 -0.15859 0.70984 0.602
P 0.18447 1.11140 -0.21931 -0.051
O -0.11225 2.29252 0.58119 -0.440
O -0.10643 0.98451 -1.64713 -0.421
P 2.27397 0.68924 0.25608 0.613
H -0.85409 -1.48222 -1.42289 0.002
H -0.68623 -2.64364 0.01828 0.066
H 0.81760 -1.60244 -0.78148 0.024
H -0.15267 -0.63270 1.52357 0.052
H -2.64338 0.43450 -0.49340 -0.132
H 1.94515 1.20887 1.52295 -0.150
H 2.60063 1.90600 -0.00223 -0.243
```

Its charge is -1. Its SMILES is C[C@H](S)[P@](=O)([O-])P. For the frontier orbital gap, the calculation gives 7.86 eV. The LUMO energy comes out at 3.37 eV. The value obtained for the HOMO energy is -4.488 eV.

The following is a quantum chemistry calculation of a single C2H7O3PS molecule at a distorted geometry, from the OMol25 dataset.

XYZ file:
```
14
Properties=species:S:1:pos:R:3:lowdin_charge:R:1
C -1.62584 0.04618 1.19682 -0.123
S -1.09636 -0.31201 -0.50793 0.431
O -0.48081 -1.60936 -0.60810 -0.384
O -2.20072 -0.15125 -1.40411 -0.390
P 0.50916 1.22564 -1.24833 0.855
C 1.91169 0.40858 -0.13775 -0.444
O 1.23687 -0.20072 0.95953 -0.196
H -1.77355 1.08650 1.23565 0.050
H -2.41547 -0.74148 1.16291 0.089
H -0.74715 -0.26079 1.77184 0.048
H 0.70639 0.55884 -2.54330 -0.071
H 2.52115 1.17467 0.15502 0.025
H 2.62581 -0.20449 -0.67340 0.080
H 0.82883 -1.02031 0.64116 0.031
```

Its SMILES is CS(=O)(=O)PCO. For the frontier orbital gap, the calculation gives 9.49 eV. The LUMO energy comes out at -0.02 eV. The value obtained for the HOMO energy is -9.507 eV.

The following is a quantum chemistry calculation of 2 unconnected molecules or ions with the total composition C2H7O3SSi at a distorted geometry, from the OMol25 dataset.

XYZ file:
```
14
Properties=species:S:1:pos:R:3:lowdin_charge:R:1
C -0.35812 -1.88539 -1.63656 -0.185
C 0.76398 1.59594 0.05936 -0.189
O -0.16046 -0.58089 1.88799 -0.613
O 0.16068 1.76325 3.27523 -0.792
O 0.46877 -1.44123 -0.54808 -0.310
Si 0.11751 -0.10030 0.42269 0.408
S -0.19667 0.28308 3.44149 0.616
H 0.41471 -1.75381 -2.40487 0.082
H -1.13797 -1.16266 -1.74638 -0.085
H -0.62272 -2.85291 -1.35917 0.055
H 0.74130 2.42494 0.69970 -0.007
H 1.78025 1.59639 -0.27093 0.003
H 0.03452 1.92832 -0.82735 0.058
H -2.00575 0.18528 -0.99314 -0.042
```

Its charge is -1. For the frontier orbital gap, the calculation gives 6.03 eV. The LUMO energy comes out at 3.68 eV. The value obtained for the HOMO energy is -2.345 eV.

The following is a quantum chemistry calculation of a single C2H7O4P molecule at a distorted geometry, from the OMol25 dataset.

XYZ file:
```
14
Properties=species:S:1:pos:R:3:lowdin_charge:R:1
C -1.67425 -1.48831 -0.81760 -0.114
O -0.90215 -0.29245 -0.82533 -0.197
P 0.29299 -0.22558 0.22748 0.306
O -0.20058 0.19341 1.54807 -0.258
O 0.94491 -1.60723 0.51969 -0.070
O 1.36025 0.76812 -0.40738 -0.194
C 1.18610 2.10990 0.09920 -0.108
H -2.30611 -1.55198 -1.73228 0.100
H -2.28684 -1.56288 0.09973 0.099
H -1.04390 -2.38976 -0.81685 0.081
H 1.17856 -1.45956 1.43889 0.092
H 1.87664 2.35092 0.92250 0.096
H 1.40237 2.82777 -0.69101 0.085
H 0.17201 2.32763 0.43488 0.082
```

Its SMILES is COP(=O)(O)OC. For the frontier orbital gap, the calculation gives 11.27 eV. The LUMO energy comes out at 0.77 eV. The value obtained for the HOMO energy is -10.499 eV.

The following is a quantum chemistry calculation of a single C2H7OP molecule at a distorted geometry, from the OMol25 dataset.

XYZ file:
```
11
Properties=species:S:1:pos:R:3:lowdin_charge:R:1
C 1.89985 -0.15069 -0.25845 -0.201
O 0.75004 0.25888 0.45193 -0.526
P -0.54124 -0.75720 0.28460 0.822
C -1.90464 0.44980 -0.15395 -0.288
H 2.67270 0.51848 -0.11044 0.047
H 1.61297 -0.21528 -1.27338 0.055
H 2.31183 -1.10642 0.23534 0.106
H -0.42695 -1.04166 1.67475 -0.055
H -2.00964 1.19664 0.54456 -0.005
H -2.82295 -0.06231 -0.33940 0.019
H -1.54197 0.90974 -1.05556 0.026
```

Its SMILES is COPC. For the frontier orbital gap, the calculation gives 9.77 eV. The LUMO energy comes out at 1.14 eV. The value obtained for the HOMO energy is -8.633 eV.

The following is a quantum chemistry calculation of a single C2H7OPS molecule at a distorted geometry, from the OMol25 dataset.

XYZ file:
```
12
Properties=species:S:1:pos:R:3:lowdin_charge:R:1
C 0.34250 0.06595 -1.50192 -0.194
P -0.85502 -0.33157 -0.06362 0.474
C -0.34737 0.58247 1.45584 -0.275
O -0.50131 -1.90879 0.03390 -0.280
S -3.15676 -0.02980 -0.03921 -0.077
H 1.38412 -0.14386 -1.21686 0.043
H -0.01174 -0.71502 -2.20311 0.036
H 0.29499 1.04171 -2.11543 0.079
H -0.86148 0.44318 2.41901 0.052
H 0.67932 0.53389 1.76212 0.027
H -0.45931 1.67129 1.25657 0.056
H -1.31918 -2.32770 0.36407 0.061
```

Its SMILES is CP(C)(O)=S. For the frontier orbital gap, the calculation gives 8.68 eV. The LUMO energy comes out at 0.48 eV. The value obtained for the HOMO energy is -8.194 eV.

The following is a quantum chemistry calculation of 2 unconnected molecules or ions with the total composition C2H7OPS at a distorted geometry, from the OMol25 dataset.

XYZ file:
```
12
Properties=species:S:1:pos:R:3:lowdin_charge:R:1
C -0.51559 -0.87997 0.36245 -0.424
C 0.48391 0.24321 0.22760 -0.689
O -0.56328 -1.54481 1.60650 -0.122
P 0.26979 1.32198 -2.18993 0.646
S 0.16993 1.58160 1.24901 0.706
H -1.60329 -0.60500 0.15057 0.132
H -0.13493 -1.68062 -0.25019 0.102
H 1.60046 0.03921 0.02648 0.078
H -0.53471 -0.80577 2.34264 0.118
H 0.26628 -0.07684 -2.51131 -0.200
H 1.66111 1.19270 -2.21249 -0.227
H -1.09968 1.21430 1.19868 -0.119
```

For the frontier orbital gap (alpha / beta), the calculation gives 7.32 / 7.38 eV. The LUMO energy (alpha / beta) comes out at -0.60 / -0.55 eV. The value obtained for the HOMO energy (alpha / beta) is -7.923 / -7.927 eV.

The following is a quantum chemistry calculation of 2 unconnected molecules or ions with the total composition C2H7OPS2 at a distorted geometry, from the OMol25 dataset.

XYZ file:
```
13
Properties=species:S:1:pos:R:3:lowdin_charge:R:1
C -0.75094 1.93639 0.15379 -0.186
C 1.62187 -1.33659 0.29995 -0.233
O 0.24519 0.95673 0.20450 -0.431
P -0.05368 -0.64879 0.26880 0.267
S -1.25661 -1.11802 1.66604 0.298
S -0.87764 -0.78183 -2.51199 0.210
H -0.80103 2.57772 -0.79584 0.115
H -0.57866 2.66238 0.98955 0.102
H -1.72131 1.62666 0.32682 0.031
H 1.68083 -1.83363 1.31200 0.060
H 1.85446 -1.97258 -0.44222 -0.012
H 2.43547 -0.51918 0.43029 0.099
H -1.79796 -1.54927 -1.90169 -0.320
```

For the frontier orbital gap (alpha / beta), the calculation gives 7.42 / 7.42 eV. The LUMO energy (alpha / beta) comes out at -1.56 / -1.56 eV. The value obtained for the HOMO energy (alpha / beta) is -8.973 / -8.974 eV.

The following is a quantum chemistry calculation of 2 unconnected molecules or ions with the total composition C2H7OS at a distorted geometry, from the OMol25 dataset.

XYZ file:
```
11
Properties=species:S:1:pos:R:3:lowdin_charge:R:1
O -2.32929 2.88338 -2.25821 -0.115
H -1.63722 2.23792 -2.04635 0.020
C 0.31836 -1.51865 0.91301 -0.263
C 1.39510 -0.45146 0.75378 -0.838
S 1.66519 0.17242 -1.00743 -0.052
H 0.17271 -1.57418 2.01978 0.046
H -0.70350 -1.06343 0.76732 0.055
H 0.48476 -2.43218 0.33457 0.049
H 2.38987 -0.78733 1.05871 0.003
H 1.15480 0.42386 1.42443 0.032
H -2.91079 2.10966 -1.95961 0.064
```

Its charge is -1. For the frontier orbital gap, the calculation gives 6.13 eV. The LUMO energy comes out at 3.81 eV. The value obtained for the HOMO energy is -2.324 eV.